[1]
Density functional theory data (ωB97M-V/def2-TZVPD) for a molecular structure, C43H50AsAuN4.

Geometry (Å):
Au1 1.11420 -0.86553 -0.29921
C1 -1.89130 -2.05009 -2.76635
C2 -3.03444 -2.02113 -1.75354
C3 -2.62063 -2.30593 -0.30749
C4 -3.86704 -0.75600 -1.86497
C5 -5.20449 -0.94961 -2.18064
C6 -6.06718 0.11584 -2.33788
C7 -5.55061 1.38824 -2.22506
C8 -4.21428 1.65572 -1.91017
C9 -3.92631 3.16911 -1.96716
C10 -4.10362 3.90145 -0.62096
C11 -2.69445 3.57952 -2.78834
C12 -3.35059 0.54388 -1.65394
N1 -1.99504 0.56023 -1.23148
C13 -1.53676 1.57275 -0.61102
C14 -0.21633 1.88146 -0.11603
C15 0.06348 3.18739 0.27532
C16 1.35339 3.19693 0.79932
C17 1.82104 1.88608 0.74590
N2 0.87593 1.08645 0.17341
C18 3.15913 1.48662 1.35929
C19 3.55426 0.01824 1.20830
C20 3.09020 1.79081 2.86685
C21 4.26343 2.33669 0.71271
H1 -1.43323 -3.03732 -2.80718
H2 -1.13119 -1.30391 -2.53313
H3 -2.28118 -1.83864 -3.76438
H4 -3.71618 -2.82381 -2.04792
H5 -1.96956 -1.51560 0.07230
H6 -2.10142 -3.26240 -0.21190
H7 -3.50543 -2.35006 0.32976
H8 -5.56689 -1.96078 -2.32352
H9 -7.11115 -0.03406 -2.58154
H10 -6.21350 2.22941 -2.39593
H11 -4.76035 3.55151 -2.55821
H12 -3.42808 3.59358 0.17267
H13 -5.11611 3.73089 -0.24948
H14 -3.97516 4.97672 -0.76589
H15 -1.74462 3.21526 -2.41073
H16 -2.63798 4.66962 -2.83403
H17 -2.80064 3.20824 -3.80917
H18 -2.18346 2.40588 -0.38981
H19 -0.61114 4.02505 0.17072
H20 1.87976 4.04625 1.20562
H21 2.82967 -0.64747 1.68503
H22 4.52125 -0.13141 1.69567
H23 3.65933 -0.25351 0.15409
H24 2.25639 1.25267 3.32307
H25 2.93767 2.85487 3.04862
H26 4.01465 1.48354 3.36396
H27 4.26531 2.19691 -0.36998
H28 5.24377 2.04914 1.10210
H29 4.11470 3.39770 0.91282
C22 -5.73513 -1.36513 3.20336
C23 -4.89876 -1.82807 4.21096
C24 -3.54093 -1.53981 4.18102
C25 -3.00456 -0.78041 3.14650
C26 -3.85292 -0.31834 2.14299
C27 -5.21028 -0.60657 2.16694
As1 -1.12194 -0.27828 2.93534
C28 -0.23371 -1.79230 3.82563
C29 -0.26771 -2.16582 5.16825
C30 0.38213 -3.31178 5.60713
C31 1.08192 -4.11018 4.71308
C32 1.13255 -3.74987 3.37499
C33 0.48187 -2.60266 2.94289
C34 -1.04540 1.18815 4.23032
C35 -1.33502 1.14202 5.59209
C36 -1.22855 2.28199 6.37515
C37 -0.84067 3.48889 5.80685
C38 -0.56108 3.54989 4.45037
C39 -0.66032 2.40534 3.66978
H30 -6.79117 -1.60289 3.22294
H31 -5.30553 -2.41977 5.02178
H32 -2.90374 -1.93116 4.96423
H33 -3.44586 0.26583 1.32462
H34 -5.84841 -0.25143 1.36742
H35 -0.78742 -1.56313 5.89806
H36 0.33672 -3.58434 6.65410
H37 1.58363 -5.00484 5.05972
H38 1.67518 -4.36245 2.66327
H39 0.52018 -2.32815 1.89401
H40 -1.67543 0.22696 6.05604
H41 -1.45319 2.22740 7.43313
H42 -0.76648 4.37770 6.42052
H43 -0.25737 4.48437 3.99480
H44 -0.42117 2.45626 2.61206
C40 4.49138 -5.04212 0.43011
N3 3.27053 -4.40028 -0.03148
C41 2.15300 -5.02031 -0.53480
C42 1.25190 -4.03660 -0.79460
N4 1.80570 -2.82506 -0.46263
C43 3.01729 -3.08301 -0.00150
H45 4.41436 -6.11037 0.25032
H46 4.63194 -4.87110 1.49581
H47 5.35200 -4.65536 -0.11176
H48 2.08942 -6.08844 -0.64226
H49 0.26787 -4.12074 -1.20431
H50 3.72303 -2.34778 0.34898

energy above the lowest of the compared OMol25 structures with the same formula, charge and spin = 18.6 kcal per mole
electronic energy = -4259.01345 hartree
gap between HOMO and LUMO = 7.05 eV
HOMO = -6.86 eV
2S+1 = 1
LUMO energy = 0.2 eV


[2]
Density functional theory data (ωB97M-V/def2-TZVPD) for 4 unconnected molecules or ions with the total composition C3H12O4.

Geometry (Å):
C1 -0.57180 -0.13759 2.50820
C2 0.12239 0.98026 1.75182
C3 1.34603 0.91168 1.22870
O1 2.03388 -0.29133 1.02130
H1 -1.62814 0.12544 2.47474
H2 -0.25858 -0.19280 3.55324
H3 -0.37288 -1.11102 2.07407
H4 -0.46174 1.78577 1.30296
H5 1.76486 1.73942 0.67225
H6 2.94741 -0.09014 1.28531
H7 -4.02790 -0.05103 0.60945
H8 -2.76977 -0.75010 0.91657
O2 -3.66955 -0.71108 1.21656
H9 1.50913 -1.56512 -0.51404
H10 0.60641 -1.75406 -1.70240
O3 0.85153 -2.19025 -0.88375
H11 1.11729 1.64485 -4.94302
H12 -0.13207 2.44760 -5.55990
O4 0.31673 1.61709 -5.47279

energy above the lowest of the compared OMol25 structures with the same formula, charge and spin = 42.9 kcal per mole
electronic energy = -422.37864 hartree
net charge = -1
gap between HOMO and LUMO (spin up / spin down) = 2.50 / 8.87 eV
HOMO (spin up / spin down) = 0.73 / -5.57 eV
2S+1 = 2
LUMO energy (spin up / spin down) = 3.2 / 3.3 eV